(1)
{
  "formula": "C10H20N2SiW",
  "method": "the ωB97M-V functional and the def2-TZVPD basis",
  "homo_ev": [-16.8, -16.8],
  "multiplicity": 3,
  "largest_force_ev_per_a": 6.0,
  "orbital_gap_ev": [7.31, 5.69],
  "s_squared": 2.026,
  "total_charge": 2,
  "symbols": ["H", "H", "H", "H", "W", "C", "C", "C", "C", "C", "C", "H", "H", "N", "H", "Si", "H", "H", "H", "H", "H", "C", "H", "H", "C", "H", "N", "H", "H", "H", "C", "H", "H", "C"],
  "positions_angstrom": [[1.4752, 3.8279, -0.5823], [-3.5036, -4.5351, 0.0580], [0.7961, 0.4710, -1.0353], [2.7263, 1.6681, 3.9023], [-0.4436, 0.5337, 0.1267], [0.7514, -0.1350, 3.7559], [-1.9205, -2.7824, -2.3275], [0.8062, 3.3919, -1.3406], [-0.9586, -1.0162, 1.4029], [2.3338, 1.6615, 2.8850], [1.1634, 0.7368, 2.7371], [3.1617, 1.3795, 2.2093], [-0.4962, -5.2451, -0.5432], [-1.0684, -1.3804, 0.0172], [-1.5646, -2.5246, 2.8078], [-1.6173, -3.0493, -0.5121], [-0.0084, -4.3447, 0.8956], [-3.9734, -2.8328, 0.2199], [0.7406, 2.2512, -1.2307], [-0.1799, 3.8623, -1.2225], [-2.2402, -3.7111, -2.8260], [-0.2201, -1.1083, 3.7242], [-3.0116, -3.6243, 1.4961], [0.6925, -3.9495, -0.6858], [-0.2226, -4.2488, -0.1717], [-2.7056, -2.0319, -2.4820], [0.5341, 0.8522, 1.5580], [-0.3997, -1.6111, 4.6713], [-1.0074, -2.4374, -2.8309], [1.2024, 3.6960, -2.3288], [-0.9672, -1.6228, 2.6328], [1.3018, 0.0239, 4.6930], [2.0123, 2.6877, 2.6321], [-3.1550, -3.5443, 0.4061]],
  "atomic_forces_ev_per_a": [[-0.2, -0.5, -0.1], [0.3, 0.4, 0.0], [0.0, -0.6, 0.4], [-0.2, -0.1, -0.1], [-0.3, -1.2, -2.0], [0.9, 1.0, -0.1], [0.1, 0.2, 0.0], [-0.2, 0.3, 0.3], [0.1, -2.9, -3.3], [0.1, 0.5, 0.1], [0.4, -0.1, 0.0], [-0.5, 0.0, 0.1], [-0.1, 0.2, 0.0], [-0.2, 3.7, 4.7], [0.1, 0.4, -0.2], [-0.2, -2.1, -1.3], [0.0, 0.0, 0.0], [0.1, -0.2, 0.1], [0.2, 1.2, -0.3], [0.2, -0.2, 0.0], [0.1, 0.2, 0.3], [-0.8, -0.7, -0.2], [-0.1, 0.0, -0.4], [0.0, 0.0, 0.0], [0.0, 0.5, 0.1], [0.1, -0.1, -0.1], [0.3, 0.3, 1.4], [0.1, -0.1, -0.1], [-0.2, -0.1, 0.1], [-0.3, -0.7, 0.4], [0.4, 0.9, 0.2], [-0.4, -0.2, -0.4], [0.2, -0.4, 0.0], [-0.3, 0.5, 0.4]]
}

(2)
{
  "formula": "C10H20N3O2",
  "method": "the ωB97M-V functional and the def2-TZVPD basis",
  "homo_ev": -14.1,
  "smiles": "CC(C)C(=[NH2+])N(C)/C=C(/C(C)C)[N+](=O)[O-]",
  "multiplicity": 1,
  "largest_force_ev_per_a": 6.3,
  "orbital_gap_ev": 10.29,
  "total_charge": 1,
  "symbols": ["C", "H", "C", "H", "H", "C", "H", "C", "H", "H", "H", "H", "H", "H", "H", "C", "C", "H", "H", "N", "H", "N", "C", "C", "C", "N", "H", "O", "H", "H", "H", "O", "C", "H", "H"],
  "positions_angstrom": [[-0.2149, 1.0052, 0.3523], [1.0213, -0.1823, -3.9589], [-0.3929, 1.5048, 2.7293], [-2.6085, 0.0690, -0.5245], [0.6814, 0.5310, 4.3313], [0.9334, -1.3414, -3.7611], [0.2975, -3.5466, -2.9325], [-0.4909, 2.9804, 2.3611], [0.4794, -1.8515, -4.4994], [1.8337, 1.1668, 3.0084], [-1.8238, 1.4379, -1.3813], [-0.4065, -3.4024, -1.4088], [-1.2759, 1.2145, 3.4453], [-0.5516, 3.6387, 3.1617], [1.2977, -3.0337, -1.5479], [0.3553, -3.0002, -2.0620], [0.0568, -1.5344, -2.4628], [-1.9355, -0.1669, -2.1330], [2.4476, -1.0843, -0.9691], [-0.4711, 0.0983, -0.7594], [-0.1024, 2.0596, 0.0294], [-0.6906, -0.7945, 1.9414], [-0.4432, 0.6016, 1.5977], [-1.8041, 0.4086, -1.2228], [0.3970, -0.6298, -1.3569], [1.5751, -0.5923, -0.9208], [0.3300, 3.4271, 1.7913], [0.1245, -1.5725, 1.4801], [1.9419, -1.7217, -3.5048], [-1.0364, -1.5380, -2.7971], [-1.3913, 3.3189, 1.7426], [-1.6380, -1.0524, 2.6379], [0.8430, 1.2987, 3.6201], [1.0149, 2.1686, 4.1452], [1.6469, 0.1154, -0.1722]],
  "atomic_forces_ev_per_a": [[-0.1, -0.7, -0.7], [-0.1, -2.4, -0.1], [-1.4, 1.0, 2.7], [0.9, 0.4, -0.3], [0.2, -1.1, 0.5], [1.7, 4.6, 4.1], [0.4, -1.4, -1.8], [-1.3, 0.6, -2.7], [-1.2, -1.6, -2.7], [-1.8, -0.2, 1.0], [-0.5, 1.7, -0.5], [-0.1, 0.0, 0.4], [1.2, 0.7, -1.5], [-0.1, 0.6, 2.1], [0.5, -0.5, -0.1], [-1.0, 1.7, 2.0], [-1.0, -1.8, -2.3], [-0.5, 0.6, -0.2], [-0.4, -0.8, -1.0], [-2.1, 2.2, 1.9], [0.0, -0.8, 0.6], [0.3, -0.2, -0.6], [0.4, 1.0, -0.6], [-0.9, -2.7, -0.4], [-1.7, -1.9, -2.3], [4.2, 2.4, 3.3], [0.4, -0.7, 0.0], [-0.2, -0.4, 0.2], [-0.5, 0.2, -0.6], [1.6, 0.4, 0.8], [0.8, -1.1, 0.7], [0.0, 0.0, 0.0], [1.7, -1.1, -2.7], [0.2, 1.9, 1.3], [0.4, -0.6, -0.3]]
}

(3)
{
  "formula": "C10H20N3OS",
  "method": "the ωB97M-V functional and the def2-TZVPD basis",
  "homo_ev": -10.7,
  "smiles": "C=[S@](=O)(CC)/N=C1/CN/C(=[NH+]\\C)C[C@@H]1C",
  "multiplicity": 1,
  "largest_force_ev_per_a": 4.2,
  "orbital_gap_ev": 7.86,
  "total_charge": 1,
  "symbols": ["S", "H", "C", "H", "H", "H", "C", "C", "H", "H", "H", "N", "C", "H", "H", "H", "H", "N", "H", "C", "C", "H", "C", "H", "H", "N", "H", "H", "H", "O", "C", "C", "H", "H", "C"],
  "positions_angstrom": [[-2.7985, -0.7360, -0.4560], [2.5560, 1.0871, -1.2872], [-4.2206, 0.9216, -0.0440], [5.5898, 0.9407, 0.0223], [0.5906, 2.4193, 0.0097], [-4.6140, 1.3778, -1.0013], [0.6784, 1.4969, -0.5485], [4.8980, 0.2187, -0.4268], [-3.4029, -2.3745, -1.8169], [-2.4849, 2.2013, 0.3615], [0.5445, 1.7172, -1.5928], [-1.5697, 0.4170, -0.6773], [1.5282, -0.3062, 1.4230], [3.9210, -0.9437, 1.0853], [0.0698, -2.7226, 0.9872], [-0.4308, -2.1902, -0.5546], [-0.6476, -0.6383, 1.5391], [1.9696, 0.9036, -0.5689], [4.3454, 0.7288, -1.2861], [-2.5416, -1.6581, -1.8617], [0.3137, -2.0313, 0.1547], [-2.6699, -0.9860, -2.7532], [0.1446, -0.6430, 0.7700], [5.5239, -0.6483, -0.7171], [-3.8956, 2.3793, 1.6104], [3.7669, -0.2017, 0.4395], [1.2016, -2.0609, -0.5516], [1.9209, -1.1876, 1.8275], [-2.8382, 0.9043, 1.4722], [-2.6883, -1.4820, 0.7826], [2.5137, 0.1118, 0.3530], [-0.4429, 0.4960, -0.1649], [-4.9031, 0.2724, 0.4334], [1.3820, 0.4854, 2.1759], [-3.3100, 1.7316, 0.8619]],
  "atomic_forces_ev_per_a": [[0.1, 1.7, -1.0], [1.6, 1.2, -2.9], [2.2, -0.5, -1.7], [-0.6, 0.0, 0.3], [0.3, 0.2, 0.4], [0.7, -0.7, 1.1], [-2.3, -0.2, -1.1], [-1.3, 0.4, -1.2], [0.8, 0.2, -0.2], [-0.3, 0.8, -0.2], [-0.6, 0.6, -0.4], [-0.4, 1.0, -1.3], [-1.1, 1.4, -1.2], [0.5, -0.3, 0.6], [1.3, -0.2, -0.8], [-1.7, -0.4, -1.1], [0.6, -0.6, 0.1], [0.7, -1.8, 3.1], [1.7, -0.9, 0.7], [-1.8, 0.7, 0.2], [0.1, 0.8, -0.1], [0.2, -0.5, 0.8], [-0.2, 1.2, 0.4], [-0.8, 0.4, -0.2], [0.9, -0.7, -1.3], [1.4, -0.4, -0.3], [-0.3, -0.5, 1.6], [0.3, -1.2, 1.2], [-0.4, 1.2, 0.0], [-0.5, 0.0, 0.1], [-2.7, 1.7, 0.8], [3.1, -2.7, 1.0], [-1.0, -0.3, 0.7], [0.6, -0.2, -0.2], [-1.2, -1.3, 2.1]]
}

(4)
{
  "formula": "C10H20N3S",
  "method": "the ωB97M-V functional and the def2-TZVPD basis",
  "homo_ev": -13.0,
  "multiplicity": 1,
  "largest_force_ev_per_a": 3.9,
  "orbital_gap_ev": 9.14,
  "total_charge": 1,
  "symbols": ["C", "H", "N", "H", "N", "H", "S", "H", "H", "H", "C", "H", "C", "H", "H", "H", "N", "C", "H", "H", "H", "C", "C", "C", "C", "H", "C", "H", "H", "H", "H", "H", "C", "H"],
  "positions_angstrom": [[2.8464, 1.4252, 1.5463], [3.9208, 1.6741, 1.6830], [0.2965, 0.2827, -0.0721], [-5.4738, 0.1046, -0.6835], [2.7197, 0.6299, 0.3563], [3.8748, 0.3871, -1.5380], [-1.1752, -0.4710, 0.1177], [-4.1422, -0.8439, -0.8239], [1.6852, -0.6736, 1.3356], [3.0346, -1.7441, -0.6395], [1.7910, -0.3388, 0.3268], [2.6604, 0.7253, 2.5215], [0.1263, 1.4204, -0.7318], [3.4230, 2.1592, -1.0337], [1.4181, -3.2771, 0.1294], [1.6032, -0.9569, -1.8129], [-1.1027, 1.7046, -1.1061], [1.0216, -2.6834, -0.6648], [0.0244, -2.4553, -0.6388], [4.7269, 1.1526, -0.2371], [-4.6820, -1.1378, 1.5135], [-4.3568, -0.1682, 1.2997], [-3.5321, 1.0660, -0.8740], [3.6603, 1.1235, -0.6393], [-4.3838, -0.0111, -0.2537], [-3.2761, -0.1078, 1.7708], [-2.0247, 0.8696, -0.6932], [2.2118, 2.3587, 1.6102], [-3.5683, 2.0929, -0.3916], [0.9577, 2.1099, -1.0017], [-3.6184, 1.0182, -1.9871], [1.1925, -3.2402, -1.5142], [1.9354, -1.4177, -0.7691], [-5.1500, 0.5376, 1.8459]],
  "atomic_forces_ev_per_a": [[0.1, -0.9, 3.5], [-0.8, 0.3, -0.2], [-0.3, 0.7, 0.0], [1.8, 0.3, 1.3], [1.5, 1.7, 0.0], [-1.2, 1.5, 1.6], [-1.1, 0.7, 0.0], [0.9, -2.4, -0.3], [-0.8, -0.6, 0.5], [-1.6, 0.5, -1.0], [-0.6, -0.9, -2.0], [0.0, 1.7, -2.2], [1.1, -0.1, -0.1], [0.1, -1.2, 0.4], [-0.5, -0.5, 0.9], [1.6, -0.6, 2.1], [-1.5, 1.2, -0.3], [3.3, 1.6, 1.2], [-2.4, 0.3, 0.4], [-1.5, 0.2, 0.1], [-0.6, -1.6, 0.5], [0.4, 2.2, 0.4], [2.1, 0.8, 0.2], [1.8, -1.2, -2.6], [-2.6, 1.8, 0.3], [-2.3, 0.3, -0.9], [1.4, -1.2, 0.6], [0.6, -1.0, -0.2], [-0.8, -0.9, -1.0], [-0.6, -0.9, 0.4], [-0.4, 0.8, 0.8], [0.3, -1.2, -2.1], [0.1, 0.0, -1.0], [2.2, -1.2, -1.2]]
}